{"formula": "C3H4NO", "method": "wB97M-V/def2-TZVPD", "charge": 1, "de_lowest_kj_mol": 254.15, "gap_ev": 8.7, "spin_multiplicity": 1, "homo_ev": -14.8, "species": ["C", "C", "C", "N", "O", "H", "H", "H", "H"], "xyz": [[0.65, 1.38, 0.00], [2.21, 0.52, 0.00], [0.45, -0.91, -0.01], [-0.17, 0.41, -0.02], [1.82, -0.65, 0.00], [0.48, 2.44, 0.02], [0.17, -1.47, 0.89], [0.16, -1.50, -0.89], [-1.19, 0.47, -0.02]], "nbo_charge": [0.159, 0.398, 0.051, -0.443, -0.404, 0.263, 0.255, 0.256, 0.465]}



{"formula": "C4H5FO2", "method": "wB97M-V/def2-TZVPD", "smiles": "C/C(=C/F)C(=O)O", "de_lowest_kj_mol": 258.70, "gap_ev": 10.9, "spin_multiplicity": 1, "homo_ev": -10.9, "species": ["C", "C", "C", "F", "C", "O", "O", "H", "H", "H", "H", "H"], "xyz": [[0.96, -1.09, -0.66], [0.29, 0.05, 0.04], [0.16, 1.07, -0.76], [-0.78, 2.15, -0.47], [-0.71, -0.27, 1.26], [-0.76, -1.26, 1.88], [-1.39, 0.81, 1.92], [0.20, -1.96, -0.58], [2.03, -1.27, -0.13], [1.05, -0.99, -1.97], [0.26, 1.25, -1.82], [-1.31, 1.49, 1.29]], "nbo_charge": [-0.631, -0.225, 0.262, -0.399, 0.778, -0.514, -0.677, 0.250, 0.245, 0.223, 0.210, 0.478]}



{"formula": "C36H43FN3NdP2Si2", "method": "wB97M-V/def2-TZVPD", "de_lowest_kj_mol": 194.49, "gap_ev": [6.0, 6.1], "spin_multiplicity": 4, "homo_ev": [-6.3, -6.4], "species": ["Nd", "C", "Si", "C", "C", "N", "P", "C", "P", "N", "Si", "C", "C", "C", "C", "C", "C", "C", "C", "C", "C", "C", "C", "C", "C", "C", "C", "C", "C", "C", "C", "C", "C", "C", "C", "C", "C", "C", "H", "H", "H", "H", "H", "H", "H", "H", "H", "H", "H", "H", "H", "H", "H", "H", "H", "H", "H", "H", "H", "H", "H", "H", "H", "H", "H", "H", "H", "H", "H", "H", "H", "H", "H", "H", "H", "H", "C", "C", "C", "N", "C", "C", "H", "H", "H", "H", "H", "F"], "xyz": [[0.58, -0.87, -1.62], [4.27, -2.58, 0.54], [2.42, -3.05, 0.72], [2.15, -4.06, 2.19], [2.07, -4.24, -0.73], [1.34, -1.67, 0.57], [0.49, -0.78, 1.68], [-0.42, 0.11, 0.59], [-0.87, 1.56, -0.16], [-0.42, 1.43, -1.76], [-0.57, 2.49, -3.18], [0.69, 3.90, -3.24], [-2.24, 3.34, -3.52], [-0.12, 1.48, -4.72], [0.29, 2.77, 0.66], [1.44, 3.17, -0.07], [1.99, 4.43, 0.12], [1.61, 5.20, 1.16], [0.48, 4.81, 1.92], [-0.18, 3.68, 1.64], [-2.57, 2.07, 0.03], [-3.13, 3.34, 0.04], [-4.50, 3.53, 0.19], [-5.35, 2.48, 0.46], [-4.86, 1.20, 0.40], [-3.49, 1.02, 0.11], [1.52, -0.02, 2.92], [0.88, 0.49, 4.07], [1.62, 0.93, 5.13], [3.04, 0.89, 5.05], [3.68, 0.28, 3.98], [2.92, -0.14, 2.83], [-0.67, -1.93, 2.51], [-1.85, -2.30, 1.91], [-2.83, -3.02, 2.68], [-2.49, -3.34, 4.02], [-1.30, -2.96, 4.62], [-0.39, -2.23, 3.83], [4.75, -3.10, 1.39], [4.43, -1.52, 0.53], [4.65, -2.84, -0.44], [3.03, -4.74, 2.12], [1.21, -4.67, 2.23], [2.13, -3.53, 3.16], [2.50, -3.94, -1.67], [1.01, -4.53, -0.79], [2.53, -5.27, -0.50], [1.76, 3.56, -3.25], [0.50, 4.55, -2.39], [0.37, 4.32, -4.18], [-2.90, 3.62, -2.70], [-2.85, 2.58, -4.14], [-2.14, 4.24, -4.10], [-0.60, 0.52, -4.89], [0.95, 1.33, -4.73], [-0.33, 2.01, -5.66], [1.81, 2.52, -0.87], [2.79, 4.74, -0.53], [2.25, 6.05, 1.38], [0.09, 5.34, 2.78], [-1.08, 3.47, 2.17], [-2.51, 4.27, 0.11], [-4.91, 4.52, 0.11], [-6.39, 2.75, 0.62], [-5.41, 0.32, 0.69], [-3.08, 0.01, 0.04], [-0.24, 0.45, 4.10], [1.15, 1.35, 6.06], [3.61, 1.25, 5.92], [4.80, 0.11, 3.93], [3.45, -0.52, 1.97], [-2.03, -2.08, 0.88], [-3.75, -3.34, 2.28], [-3.16, -3.98, 4.54], [-1.09, -3.04, 5.68], [0.63, -2.20, 4.11], [-0.69, -3.65, -5.67], [0.58, -3.31, -5.31], [0.84, -2.89, -4.02], [-0.25, -2.62, -3.18], [-1.50, -2.99, -3.50], [-1.74, -3.55, -4.75], [-0.82, -4.01, -6.67], [1.36, -3.25, -6.07], [1.80, -2.67, -3.60], [-2.27, -2.70, -2.79], [-2.70, -3.70, -5.08], [2.22, -0.65, -2.87]], "lowdin_spin": [3.036, 0.000, 0.000, 0.000, 0.001, -0.007, -0.003, -0.009, -0.002, -0.005, 0.000, 0.000, 0.000, 0.001, 0.000, 0.000, 0.000, 0.000, 0.000, 0.000, 0.000, 0.000, 0.000, 0.000, 0.000, 0.000, -0.001, 0.000, 0.000, 0.000, 0.000, 0.000, 0.000, 0.000, 0.000, 0.000, 0.000, 0.000, 0.000, 0.000, 0.000, 0.000, 0.000, 0.000, 0.000, 0.000, 0.000, 0.000, 0.000, 0.000, 0.000, 0.000, 0.000, 0.000, 0.000, 0.000, 0.000, 0.000, 0.000, 0.000, 0.000, 0.000, 0.000, 0.000, 0.000, 0.000, 0.000, 0.000, 0.000, 0.000, 0.000, 0.000, 0.000, 0.000, 0.000, 0.000, 0.000, 0.000, 0.000, -0.004, 0.000, 0.000, 0.000, 0.000, 0.000, 0.000, 0.000, -0.007]}